Entry 1:
Entry from the OMol25 dataset: an isolated molecule of C5H8N2 at a distorted geometry (ωB97M-V/def2-TZVPD).

Cartesian coordinates (Å):
C (-0.863, -0.219, 1.347)
C (0.398, 0.232, 0.628)
C (1.186, -0.888, -0.090)
N (0.955, -0.254, -1.407)
C (0.210, 0.859, -0.786)
C (-1.179, 1.047, -1.223)
N (-2.275, 1.200, -1.561)
H (-1.413, -0.957, 0.752)
H (-0.610, -0.681, 2.307)
H (-1.539, 0.620, 1.538)
H (1.007, 0.867, 1.278)
H (0.746, -1.885, 0.030)
H (2.252, -0.945, 0.155)
H (0.397, -0.812, -2.044)
H (0.728, 1.815, -0.924)

Cartesian forces (eV/Å) of the 6 atoms listed first:
C 0.0 0.0 0.0
C 0.0 0.0 0.1
C 0.2 -0.2 0.2
N -0.1 -0.1 -0.2
C -0.1 0.2 0.0
C -0.9 0.1 -0.3

Results
SMILES: C[C@H]1CN[C@H]1C#N
HOMO level, eV: -9.563
Kohn-Sham gap, eV: 10.488
Charge: 0
Energy relative to the best compared isomer or geometry (same formula, charge and spin), eV: 1.363
Spin multiplicity: 1

=====

Entry 2:
Entry from the OMol25 dataset: a structure of composition C19H13Cl4N4O3S2Ti at a distorted geometry (ωB97M-V/def2-TZVPD).

Cartesian coordinates (Å):
Ti (0.042, -0.144, -0.747)
C (-1.977, -2.202, -5.299)
S (-1.106, -0.628, -5.223)
C (-0.272, -0.790, -3.686)
S (0.521, 0.673, -3.096)
N (-0.287, -1.931, -3.090)
N (0.302, -1.823, -1.836)
C (1.253, -2.684, -1.489)
C (2.187, -2.199, -0.552)
C (3.221, -2.984, 0.025)
C (4.136, -2.396, 0.845)
C (4.034, -1.012, 1.129)
C (2.985, -0.319, 0.582)
N (2.073, -0.860, -0.235)
H (-2.594, -2.166, -6.196)
H (-2.605, -2.307, -4.417)
H (-1.281, -3.034, -5.354)
H (1.356, -3.649, -1.973)
H (3.262, -4.041, -0.202)
H (4.932, -2.984, 1.286)
H (4.738, -0.513, 1.778)
H (2.846, 0.735, 0.806)
Cl (-0.576, -1.308, 4.111)
C (-0.414, 0.278, 3.431)
C (-0.491, 1.393, 4.282)
C (-0.408, 2.661, 3.787)
Cl (-0.519, 4.023, 4.875)
C (-0.238, 2.884, 2.400)
C (-0.177, 4.148, 1.772)
C (-0.044, 4.225, 0.414)
C (0.052, 3.041, -0.341)
N (0.016, 1.856, 0.219)
C (-0.144, 1.755, 1.568)
C (-0.253, 0.408, 2.061)
O (-0.231, -0.575, 1.220)
H (-0.628, 1.234, 5.342)
H (-0.248, 5.043, 2.375)
H (-0.012, 5.182, -0.088)
H (0.156, 3.057, -1.420)
Cl (-4.896, -1.285, 1.117)
C (-3.425, -0.394, 0.711)
Cl (-3.502, 1.265, 1.393)
C (-3.173, -0.290, -0.815)
O (-4.080, -0.420, -1.607)
O (-1.945, -0.039, -1.061)
H (-2.589, -0.883, 1.199)

Cartesian forces (eV/Å) of the 6 atoms listed first:
Ti 0.2 -0.8 -1.3
C 0.0 0.0 0.0
S 0.0 0.1 0.0
C 0.0 0.3 0.0
S -0.2 -0.1 0.1
N 0.2 -0.2 0.5

Results
HOMO level (spin up / spin down), eV: -3.179 / -3.320
Kohn-Sham gap (spin up / spin down), eV: 5.002 / 5.291
Charge: -1
Energy relative to the best compared isomer or geometry (same formula, charge and spin), eV: 0.000
Spin multiplicity: 1

=====

Entry 3:
Entry from the OMol25 dataset: a cluster of 2 separate species, C3H8N3 in total at a distorted geometry (ωB97M-V/def2-TZVPD).

Cartesian coordinates (Å):
C (0.847, -0.021, 0.109)
C (3.399, 0.121, -0.111)
C (-1.960, -0.043, 0.445)
N (2.014, -0.002, 0.164)
N (-2.255, 1.178, 0.117)
N (-2.343, -1.067, -0.265)
H (3.734, 0.852, 0.538)
H (3.764, -0.882, 0.319)
H (3.473, 0.130, -1.112)
H (-1.317, -0.326, 1.239)
H (-1.688, 1.891, 0.553)
H (-2.718, 1.298, -0.781)
H (-2.860, -1.072, -1.105)
H (-2.091, -2.056, -0.111)

Cartesian forces (eV/Å) of the 6 atoms listed first:
C 1.5 0.0 0.4
C -1.0 -4.3 4.0
C 0.1 -1.4 -1.1
N -2.8 0.4 -0.6
N 0.1 0.0 0.0
N 0.0 -2.3 0.1

Results
HOMO level, eV: -15.083
Kohn-Sham gap, eV: 11.787
Charge: +1
Energy relative to the best compared isomer or geometry (same formula, charge and spin), eV: 2.110
Spin multiplicity: 1